Record 1
{"formula": "C5H10N3", "method": "wB97M-V/def2-TZVPD", "orbital_gap_ha": 0.4047, "total_energy_ev": -9809.3002, "de_lowest_kcal_mol": 56.5, "smiles": "[H]/N=C/[C@H](C=C)C(N)=[NH2+]", "charge": 1, "multiplicity": 1, "lumo_energy_ev": -3.08, "fmax_ha_per_bohr": 0.0670, "species": ["C", "C", "C", "C", "C", "N", "N", "N", "H", "H", "H", "H", "H", "H", "H", "H", "H", "H"], "coordinates": [[0.5384, 0.3954, -2.2252], [0.0679, -0.4709, -1.3467], [-1.1002, -1.5343, 0.3493], [0.2361, 0.7479, 0.9253], [-0.8117, -0.1315, -0.1361], [-0.3132, -2.0309, 1.2419], [0.9181, 0.0931, 1.8348], [0.3625, 2.0541, 0.8133], [1.2009, 0.1137, -3.0667], [0.4269, 1.4554, -1.9046], [0.2141, -1.5365, -1.5112], [-1.8470, -2.0687, -0.2297], [-1.7866, 0.2891, -0.5526], [-0.7367, -2.8905, 1.5123], [0.5719, -0.8999, 1.8965], [1.4663, 0.5571, 2.5431], [-0.2901, 2.6644, 0.1731], [1.0899, 2.4962, 1.3481]], "mulliken_charge": [-0.593, -0.310, -0.383, 0.509, 0.192, -0.532, -0.312, -0.378, 0.316, 0.117, 0.301, 0.456, 0.312, 0.240, 0.315, 0.223, 0.322, 0.204]}

Record 2
{"formula": "C5H10N3", "method": "wB97M-V/def2-TZVPD", "orbital_gap_ha": 0.3358, "total_energy_ev": -9807.6548, "de_lowest_kcal_mol": 94.4, "smiles": "[H]/N=C/CCNC=C=[NH2+]", "charge": 1, "multiplicity": 1, "lumo_energy_ev": -4.08, "fmax_ha_per_bohr": 0.0807, "species": ["C", "C", "C", "C", "C", "N", "N", "N", "H", "H", "H", "H", "H", "H", "H", "H", "H", "H"], "coordinates": [[-1.1607, -1.0661, -1.1163], [-0.8140, -1.3024, 0.3501], [-0.5680, 0.1655, -1.8481], [1.2963, -0.2493, 1.0808], [1.1121, 1.0730, 1.0405], [0.5470, -1.3237, 0.7340], [-0.1959, 1.2079, -1.2223], [1.0395, 2.2272, 1.5539], [-0.8365, -1.8321, -1.6770], [-2.2244, -1.1430, -1.2527], [-1.4262, -0.5532, 1.0721], [-1.2680, -2.2149, 0.6633], [-0.7234, 0.0640, -2.9962], [2.1308, -0.4534, 1.6178], [1.2083, -1.9949, 0.4642], [0.0695, 1.8974, -1.9091], [1.5935, 3.0474, 1.3347], [0.2202, 2.4506, 2.1101]], "mulliken_charge": [-0.623, -0.666, -0.113, 0.060, -0.097, -0.134, -0.441, -0.254, 0.424, 0.396, 0.245, 0.397, 0.325, 0.460, 0.216, 0.236, 0.279, 0.290]}

Record 3
{"formula": "C5H10N3O2", "method": "wB97M-V/def2-TZVPD", "orbital_gap_ha": 0.3114, "total_energy_ev": -13900.9361, "de_lowest_kcal_mol": 120.4, "charge": 1, "multiplicity": 1, "lumo_energy_ev": -6.27, "fmax_ha_per_bohr": 0.0747, "species": ["C", "C", "C", "C", "C", "N", "N", "N", "O", "O", "H", "H", "H", "H", "H", "H", "H", "H", "H", "H"], "coordinates": [[0.1382, 1.0855, 1.7576], [-0.3542, 0.8031, -1.4219], [0.9727, -0.8935, 2.3442], [-0.6353, -1.0714, 2.0388], [-0.0218, 0.6073, -2.8868], [1.1240, 0.5223, 2.2555], [-0.0450, -0.1204, -0.5396], [-0.9670, 0.1771, 1.3871], [-0.9812, 1.8628, -1.0115], [-2.0483, 0.6444, 1.0353], [0.1555, 2.1844, 1.6813], [1.1107, -1.1089, 3.4277], [1.4765, -1.5017, 1.5765], [-1.0198, -2.0275, 1.5162], [-1.1046, -0.8658, 3.0618], [0.7915, 1.3702, -3.1032], [0.1280, -0.3800, -3.1660], [-0.8100, 0.9168, -3.5105], [0.5878, -0.8262, -0.8642], [-1.1969, 1.9250, -0.0814]], "mulliken_charge": [0.097, 0.690, -0.376, -0.548, -1.106, -0.331, -0.349, 0.533, -0.423, -0.495, 0.395, 0.340, 0.317, 0.333, 0.354, 0.285, 0.390, 0.365, 0.180, 0.350]}

Record 4
{"formula": "C5H10N3O2S", "method": "wB97M-V/def2-TZVPD", "orbital_gap_ha": [0.2503, 0.2504], "total_energy_ev": -24737.0306, "de_lowest_kcal_mol": 90.5, "charge": 1, "multiplicity": 1, "lumo_energy_ev": [-5.90, -5.90], "fmax_ha_per_bohr": 0.0946, "species": ["C", "C", "C", "C", "C", "N", "N", "N", "O", "O", "S", "H", "H", "H", "H", "H", "H", "H", "H", "H", "H"], "coordinates": [[1.8673, 0.3984, 0.5074], [1.8003, -0.9713, 0.3245], [-0.1044, -0.0976, -0.4998], [2.8066, -2.0025, 0.5754], [0.3356, 2.2850, 0.1121], [0.6265, 0.8994, -0.0293], [0.6364, -1.2141, -0.3733], [-3.8008, 0.2327, -1.3347], [-2.7215, -1.6111, 0.2511], [-3.0129, 0.8465, 0.8161], [-2.8922, -0.2576, -0.0935], [2.5893, 1.1041, 0.8159], [3.7588, -1.4798, 0.7119], [2.5922, -2.2714, 1.6985], [3.0037, -2.7654, -0.1084], [-0.7907, 2.3505, -0.0651], [0.4761, 2.5822, 1.1111], [0.9905, 2.9286, -0.3804], [0.1812, -1.9642, -0.7261], [-4.2264, -0.1892, -2.1603], [-4.1156, 1.1970, -1.1529]], "mulliken_charge": [-0.455, 0.277, -0.060, -1.170, -0.861, 0.164, 0.056, -0.319, -0.384, -0.430, 1.085, 0.469, 0.309, 0.275, 0.406, 0.209, 0.410, 0.356, 0.082, 0.261, 0.320]}